Entry 1:
DFT (ωB97M-V/def2-TZVPD) results for CH27CuO16 as an isolated structure.

The calculation puts the highest occupied orbital energy (spin up / spin down) at -12.77 / -12.76 eV.

ORCA input file:
```
! wB97M-V def2-TZVPD RIJCOSX def2/J DEFGRID3
* xyz 1 2
Cu 0.978 3.390 -1.852
C 0.316 0.659 -0.389
O 0.713 0.541 0.772
O -0.477 -0.254 -0.980
O 0.587 1.749 -0.967
H -0.816 -0.898 -0.321
O 1.420 4.253 0.110
H 1.679 3.512 0.733
H 1.812 5.136 0.319
O 1.228 -0.449 -3.194
H 0.722 -0.584 -2.451
H 0.703 -0.837 -3.866
O 2.765 0.048 2.214
H 2.817 0.504 3.084
H 1.869 0.228 1.772
O -2.675 -0.279 1.105
H -2.035 -0.218 1.804
H -3.281 0.483 1.029
O -0.100 -3.396 -1.651
H -0.514 -3.370 -0.749
H 0.715 -2.848 -1.488
O 2.359 -2.219 -1.090
H 2.653 -2.525 -1.995
H 2.134 -1.339 -1.348
O -3.657 -0.821 -1.461
H -3.582 -1.754 -1.512
H -3.342 -0.528 -0.637
O -1.456 0.873 -3.478
H -1.339 0.641 -2.556
H -1.705 0.023 -3.760
O -1.688 -3.429 0.592
H -2.595 -3.116 0.599
H -1.119 -2.883 1.100
O -1.969 2.662 0.877
H -2.374 2.694 1.775
H -1.570 1.825 0.690
O 0.523 -2.101 1.341
H 1.161 -2.374 1.944
H 0.644 -1.127 1.109
O -0.935 0.338 3.096
H -1.022 1.151 3.660
H -0.153 0.596 2.607
O 3.501 2.186 0.778
H 3.345 1.316 1.012
H 3.764 2.532 1.617
*
```

Entry 2:
DFT (ωB97M-V/def2-TZVPD) results for C42H44BrCsFN5O5Si as an isolated structure.

The calculation puts the highest occupied orbital energy at -0.33 eV. The value obtained for the energy above the lowest of the compared OMol25 structures with the same formula, charge and spin is 23.1 kJ/mol.

ORCA input file:
```
! wB97M-V def2-TZVPD RIJCOSX def2/J DEFGRID3
* xyz -2 1
Cs -0.425 0.357 -0.987
C 0.192 -1.436 1.589
Si -1.362 -1.692 2.458
C -2.396 -3.043 1.584
N -3.034 -2.399 0.491
C -2.358 -2.417 -0.854
C -2.480 -3.788 -1.555
C -3.901 -4.366 -1.282
C -4.889 -3.261 -0.884
C -4.486 -2.467 0.376
C -2.471 -0.191 2.930
C -3.577 -0.496 3.725
C -4.477 0.511 4.104
C -4.308 1.802 3.563
C -3.257 2.092 2.688
C -2.322 1.089 2.404
C -1.079 -2.393 4.205
C -1.311 -1.680 5.372
C -1.016 -2.249 6.595
C -0.643 -3.591 6.677
C -0.414 -4.328 5.561
C -0.569 -3.692 4.332
H 0.635 -2.304 1.064
H 0.885 -0.625 1.657
H -3.090 -3.420 2.340
H -1.712 -3.831 1.232
H -1.308 -2.180 -0.742
H -2.871 -1.693 -1.475
H -1.737 -4.472 -1.117
H -2.232 -3.712 -2.631
H -3.871 -5.118 -0.482
H -4.317 -4.800 -2.197
H -5.918 -3.654 -0.812
H -4.900 -2.533 -1.700
H -4.955 -2.984 1.239
H -4.864 -1.464 0.305
H -3.758 -1.512 4.050
H -5.254 0.342 4.859
H -5.021 2.565 3.848
H -3.108 3.060 2.224
H -1.474 1.365 1.822
H -1.575 -0.628 5.408
H -1.192 -1.672 7.505
H -0.495 -4.076 7.685
H -0.131 -5.367 5.562
H -0.385 -4.298 3.446
C 5.032 5.493 2.572
C 5.870 4.731 1.511
C 7.192 4.257 2.075
C 7.977 3.471 1.031
C 7.191 2.441 0.318
C 7.797 1.345 -0.313
C 7.029 0.418 -0.964
F 7.731 -0.640 -1.434
C 5.640 0.480 -1.049
C 5.020 1.556 -0.416
C 3.554 1.555 -0.289
O 2.893 0.513 -0.478
C 2.990 2.880 0.050
C 3.753 3.747 0.715
N 5.133 3.599 0.961
C 5.789 2.570 0.241
C 1.492 3.131 -0.286
O 1.097 2.795 -1.461
O 0.789 3.598 0.674
H 5.766 5.856 3.353
H 4.295 4.816 3.027
H 4.541 6.370 2.134
H 5.971 5.466 0.669
H 7.040 3.614 2.935
H 7.784 5.127 2.440
H 8.884 3.047 1.520
H 8.400 4.158 0.234
H 8.885 1.230 -0.275
H 5.028 -0.231 -1.640
H 3.359 4.672 1.067
C 0.184 -3.518 -5.919
N 1.069 -2.552 -5.216
C 2.445 -2.497 -5.554
C 0.678 -2.150 -4.029
N 0.129 -1.936 -3.034
H 0.493 -3.520 -6.966
H -0.834 -3.164 -5.736
H 0.195 -4.529 -5.553
H 2.936 -1.939 -4.758
H 2.592 -1.974 -6.485
H 2.913 -3.489 -5.689
Br -3.976 3.120 -7.650
C -4.721 2.687 -5.962
C -5.833 3.484 -5.583
N -6.292 3.492 -4.346
C -5.840 2.665 -3.431
C -4.695 1.838 -3.677
C -4.118 1.922 -4.930
C -4.151 1.026 -2.558
O -4.782 1.213 -1.417
O -3.211 0.173 -2.697
H -6.374 4.156 -6.273
H -6.301 2.705 -2.462
H -3.199 1.372 -5.180
*
```

Entry 3:
DFT (ωB97M-V/def2-TZVPD) results for a 2-piece molecular cluster, C6H9N3O2 overall.

The calculation puts the highest occupied orbital energy (spin up / spin down) at -8.95 / -6.96 eV. The value obtained for the energy above the lowest of the compared OMol25 structures with the same formula, charge and spin is 779.2 kJ/mol.

ORCA input file:
```
! wB97M-V def2-TZVPD RIJCOSX def2/J DEFGRID3
* xyz 0 1
C 1.967 -0.308 -0.055
C 1.180 -1.307 0.722
C 1.626 0.965 -0.189
C -0.089 -0.921 0.906
C 0.324 1.550 0.321
C -0.541 0.370 0.708
N -0.751 -0.266 -1.639
N -1.829 0.751 0.891
N 0.495 2.289 1.600
O -0.419 3.024 1.889
O 1.513 2.134 2.186
H 3.036 -0.519 -0.060
H 1.595 -2.304 0.893
H 2.228 1.679 -0.750
H -0.795 -1.511 1.561
H -0.157 2.131 -0.454
H -1.772 -0.471 -1.495
H -0.119 -1.032 -1.795
H -1.930 1.746 0.523
H -2.531 0.238 1.420
*
```

Entry 4:
DFT (ωB97M-V/def2-TZVPD) results for C29H32NOTb as an isolated structure.

The calculation puts the highest occupied orbital energy (spin up / spin down) at -7.08 / -7.08 eV.

ORCA input file:
```
! wB97M-V def2-TZVPD RIJCOSX def2/J DEFGRID3
* xyz 0 7
C 2.630 0.229 2.242
C 2.361 -0.535 1.065
C 1.634 0.295 0.157
H 2.721 -1.537 0.854
C 1.468 1.572 0.764
C 2.088 1.538 2.053
H 0.995 2.429 0.288
C -1.559 -1.976 1.397
C -0.278 -2.300 0.804
C -0.317 -1.878 -0.556
H 0.512 -2.902 1.259
C -1.598 -1.339 -0.832
C -2.337 -1.347 0.384
H 1.335 0.049 -0.855
H 2.194 2.390 2.726
H 3.261 -0.087 3.076
H -3.367 -0.993 0.476
H 0.465 -2.023 -1.303
H -1.907 -2.283 2.392
Tb 0.031 0.011 2.054
C -2.209 -1.167 -2.210
C -3.479 -2.043 -2.214
C -1.251 -1.675 -3.296
H -3.230 -3.077 -1.950
H -3.931 -2.030 -3.210
H -4.220 -1.687 -1.490
H -0.979 -2.718 -3.086
H -0.324 -1.084 -3.351
H -1.748 -1.634 -4.275
C -2.666 0.293 -2.529
C -1.660 1.297 -3.089
H -3.100 0.738 -1.625
H -3.483 0.203 -3.267
O -1.007 2.077 -2.387
N -1.534 1.355 -4.441
C -0.585 2.292 -5.024
H -2.195 0.856 -5.047
C 0.827 1.811 -4.850
C 1.774 2.541 -4.130
H 1.469 3.495 -3.689
C 3.073 2.052 -3.987
H 3.810 2.634 -3.429
C 3.430 0.826 -4.563
H 4.450 0.452 -4.459
C 2.478 0.096 -5.288
H 2.743 -0.859 -5.749
C 1.179 0.594 -5.438
H 0.432 0.054 -6.031
H -0.695 3.256 -4.511
H -0.816 2.388 -6.100
C -1.519 1.657 1.149
C -1.535 2.026 2.558
C -2.112 1.120 3.515
C -2.169 1.478 4.871
C -1.583 2.664 5.322
C -0.902 3.494 4.411
C -0.835 3.160 3.067
H -1.191 2.422 0.456
H -2.410 1.161 0.766
H -2.616 0.208 3.153
H -2.709 0.847 5.589
H -1.683 2.962 6.369
H -0.450 4.419 4.782
H -0.270 3.778 2.364
*
```

Entry 5:
DFT (ωB97M-V/def2-TZVPD) results for an isolated ion of composition C8H9N4 and charge +1.

The calculation puts the highest occupied orbital energy (spin up / spin down) at -9.93 / -13.96 eV. The value obtained for the energy above the lowest of the compared OMol25 structures with the same formula, charge and spin is 103.8 kJ/mol.

ORCA input file:
```
! wB97M-V def2-TZVPD RIJCOSX def2/J DEFGRID3
* xyz 1 3
C 1.029 0.329 -2.258
C 2.713 0.725 -3.818
C 1.291 -0.889 2.280
C -0.076 -0.903 2.195
C 0.670 -0.136 0.382
C -2.747 0.806 1.194
C -1.795 -0.199 0.438
C 1.353 0.635 -3.525
N 0.837 0.102 -1.043
N 3.830 0.726 -3.981
N 1.720 -0.481 1.086
N -0.496 -0.473 0.973
H 2.005 -1.221 2.979
H -0.825 -1.286 2.830
H -3.359 0.135 1.848
H -3.359 1.384 0.355
H -2.228 1.462 1.766
H -1.707 0.072 -0.615
H -2.297 -1.248 0.459
H 0.662 0.718 -4.300
H 2.779 -0.258 0.754
*
```

Entry 6:
DFT (ωB97M-V/def2-TZVPD) results for an isolated ion of composition C5H12NOS and charge +1.

The calculation puts the highest occupied orbital energy at -13.54 eV. The value obtained for the energy above the lowest of the compared OMol25 structures with the same formula, charge and spin is 181.9 kJ/mol.

ORCA input file:
```
! wB97M-V def2-TZVPD RIJCOSX def2/J DEFGRID3
* xyz 1 1
C 0.870 -1.829 0.490
C -0.244 -2.369 -0.428
C -1.611 -0.138 -0.218
C 1.495 0.567 -0.006
C -2.286 2.171 0.013
N 0.643 -0.372 0.648
O -2.340 0.752 0.344
S -1.810 -1.738 0.135
H 0.796 -2.427 1.519
H 1.726 -2.228 -0.103
H -0.120 -2.101 -1.427
H -0.160 -3.402 -0.280
H -1.024 0.307 -0.946
H 2.487 0.515 0.392
H 1.550 0.107 -0.968
H 1.175 1.532 0.029
H -2.082 2.611 -0.949
H -1.665 2.605 0.765
H -3.294 2.408 0.232
H 0.630 -0.208 1.674
*
```

Entry 7:
DFT (ωB97M-V/def2-TZVPD) results for a 2-piece molecular cluster, C6H14NS overall.

The calculation puts the highest occupied orbital energy (spin up / spin down) at -8.13 / -8.11 eV. The value obtained for the energy above the lowest of the compared OMol25 structures with the same formula, charge and spin is 340.5 kJ/mol.

ORCA input file:
```
! wB97M-V def2-TZVPD RIJCOSX def2/J DEFGRID3
* xyz 0 2
C -1.484 -0.844 -0.873
C -2.565 0.233 -0.641
S -3.333 0.909 -2.097
C -0.220 -0.255 -1.513
N 1.124 -1.077 -0.661
C 1.147 -0.596 2.900
C 0.854 0.199 -0.386
C 1.902 1.243 -0.718
H -1.237 -1.192 0.127
H -1.874 -1.661 -1.478
H -2.102 1.042 -0.072
H -3.334 -0.144 0.038
H 0.160 -0.906 -2.313
H -0.527 0.663 -2.021
H 0.610 -0.949 2.028
H 0.506 -0.784 3.747
H 1.556 0.389 2.703
H 2.032 -1.207 3.101
H 0.229 0.458 0.485
H 2.620 1.238 0.103
H 1.520 2.261 -0.822
H 2.414 0.980 -1.636
*
```

Entry 8:
DFT (ωB97M-V/def2-TZVPD) results for a 2-piece molecular cluster, C2H4BrCl3Si overall.

The calculation puts the highest occupied orbital energy (spin up / spin down) at -8.33 / -8.41 eV. The value obtained for the energy above the lowest of the compared OMol25 structures with the same formula, charge and spin is 278.9 kJ/mol.

ORCA input file:
```
! wB97M-V def2-TZVPD RIJCOSX def2/J DEFGRID3
* xyz 0 1
C 1.713 -0.838 0.251
C 0.539 -0.472 1.073
Si -1.763 1.179 -0.928
Cl -2.672 2.622 0.157
Cl -3.117 -0.142 -1.617
Cl -0.762 2.023 -2.477
Br -0.584 -1.875 1.635
H 2.346 0.032 0.092
H 2.302 -1.617 0.744
H 1.409 -1.241 -0.715
H 0.588 0.331 1.785
*
```

Entry 9:
DFT (ωB97M-V/def2-TZVPD) results for an isolated ion of composition C11H20NO2 and charge +1.

The calculation puts the highest occupied orbital energy at -11.88 eV. The SMILES is CC[C@](C)([C@@H](O)c1ccco1)[NH+](C)C. The value obtained for the energy above the lowest of the compared OMol25 structures with the same formula, charge and spin is 34.7 kJ/mol.

ORCA input file:
```
! wB97M-V def2-TZVPD RIJCOSX def2/J DEFGRID3
* xyz 1 1
C 0.660 -1.522 1.661
C -0.394 -0.478 1.298
C -0.308 0.025 -0.144
C -0.034 -1.073 -1.156
C 0.971 1.195 -0.257
O 0.872 2.082 0.806
C 2.325 0.599 -0.381
C 3.036 0.155 -1.459
C 4.320 -0.186 -0.973
C 4.301 0.088 0.359
O 3.101 0.563 0.730
N -1.575 0.757 -0.542
C -2.745 -0.122 -0.757
C -1.974 1.849 0.371
H 0.488 -2.462 1.146
H 0.610 -1.718 2.727
H 1.662 -1.182 1.432
H -0.286 0.372 1.974
H -1.374 -0.926 1.474
H -0.116 -0.703 -2.175
H -0.714 -1.915 -1.025
H 0.975 -1.447 -1.026
H 0.742 1.735 -1.187
H 1.571 1.897 1.445
H 2.691 0.088 -2.470
H 5.143 -0.567 -1.537
H 5.048 -0.010 1.120
H -1.353 1.189 -1.446
H -3.019 -0.613 0.174
H -3.588 0.481 -1.089
H -2.546 -0.876 -1.513
H -2.304 1.437 1.321
H -1.139 2.522 0.549
H -2.797 2.406 -0.074
*
```

Entry 10:
DFT (ωB97M-V/def2-TZVPD) results for C5H14N3O as an isolated structure.

The calculation puts the highest occupied orbital energy at -13.39 eV. The value obtained for the energy above the lowest of the compared OMol25 structures with the same formula, charge and spin is 588.7 kJ/mol.

ORCA input file:
```
! wB97M-V def2-TZVPD RIJCOSX def2/J DEFGRID3
* xyz 1 1
C -0.696 0.578 -0.954
C 0.177 -0.325 0.045
C 1.004 -1.437 -1.981
C -0.488 1.892 1.858
C 0.388 -1.651 -0.635
N -0.501 -0.554 1.273
N 1.447 0.363 0.353
N -1.434 1.035 1.276
O -1.837 1.068 0.000
H -0.296 1.460 -1.500
H -1.157 -0.054 -1.701
H 1.943 -0.888 -1.916
H 0.314 -0.925 -2.673
H 1.356 -2.429 -2.429
H -0.935 2.819 2.099
H -0.195 1.384 2.775
H 0.265 2.067 1.018
H 0.865 -2.402 0.087
H -0.585 -2.185 -0.827
H -1.198 -1.393 1.111
H 1.788 -0.085 1.270
H 2.141 0.624 -0.324
H -2.365 1.036 1.776
*
```

Entry 11:
DFT (ωB97M-V/def2-TZVPD) results for C31H47FN4O3OsPS as an isolated structure.

The calculation puts the highest occupied orbital energy (spin up / spin down) at -8.29 / -10.60 eV. The value obtained for the energy above the lowest of the compared OMol25 structures with the same formula, charge and spin is 4.0 kJ/mol.

ORCA input file:
```
! wB97M-V def2-TZVPD RIJCOSX def2/J DEFGRID3
* xyz 1 5
Os 3.356 11.735 12.756
C 6.137 17.977 15.145
C 5.497 16.562 15.178
N 5.488 15.848 13.924
C 5.529 16.567 12.676
C 4.268 17.286 12.240
C 5.244 14.498 13.863
S 4.686 13.695 12.352
N 5.463 13.767 14.940
C 5.103 12.560 15.293
O 4.377 11.647 14.716
C 5.681 12.100 16.574
C 6.717 12.762 17.216
C 7.422 12.147 18.230
C 7.052 10.833 18.704
C 5.909 10.246 18.186
C 5.246 10.918 17.103
H 6.041 18.434 16.148
H 5.624 18.554 14.407
H 7.190 17.919 14.908
H 4.458 16.498 15.611
H 6.021 15.952 15.921
H 5.873 15.844 11.925
H 6.341 17.328 12.756
H 4.489 18.141 11.576
H 3.807 17.743 13.108
H 3.552 16.608 11.819
H 7.051 13.730 16.837
H 8.320 12.660 18.578
H 7.778 10.309 19.329
H 5.513 9.274 18.474
H 4.394 10.454 16.617
C 6.839 9.719 11.145
C 5.644 10.593 11.285
N 5.193 10.787 12.515
O 5.708 9.899 13.421
C 4.760 11.070 10.337
C 5.069 11.044 8.888
N 3.521 11.493 10.809
O 2.654 11.455 9.861
H 7.588 9.933 11.931
H 7.325 9.881 10.173
H 6.519 8.659 11.301
H 5.365 10.321 14.263
H 4.527 11.822 8.283
H 4.792 10.048 8.518
H 6.142 11.234 8.805
F 1.710 5.736 13.403
C 2.337 6.958 13.229
C 2.424 7.511 11.952
C 2.477 8.874 11.856
C 2.704 9.759 12.986
C 2.685 9.130 14.269
C 2.581 7.740 14.394
H 2.533 6.837 11.097
H 2.368 9.370 10.900
H 2.842 9.846 15.076
H 2.671 7.339 15.380
C -0.048 12.852 10.385
C 0.453 13.690 11.548
C 1.269 14.843 11.081
P 1.221 12.789 12.990
C 1.521 14.245 14.110
C 0.362 15.218 14.369
C 2.008 13.741 15.544
C -0.298 11.755 13.724
C -0.415 10.442 12.978
C -1.719 12.324 13.857
H -0.916 12.181 10.562
H 0.774 12.172 10.016
H -0.302 13.571 9.533
H -0.450 14.095 12.068
H 2.257 14.505 10.849
H 1.292 15.672 11.852
H 0.839 15.274 10.146
H 2.396 14.756 13.659
H -0.202 14.916 15.236
H -0.334 15.409 13.572
H 0.745 16.261 14.581
H 2.214 12.623 15.520
H 1.156 13.808 16.281
H 2.883 14.337 15.897
H 0.049 11.663 14.775
H 0.436 10.325 12.332
H -1.273 10.537 12.260
H -0.559 9.593 13.614
H -2.065 12.743 12.878
H -1.950 13.022 14.721
H -2.400 11.549 14.071
*
```

Entry 12:
DFT (ωB97M-V/def2-TZVPD) results for C3Li2O3Tb as an isolated structure.

The calculation puts the highest occupied orbital energy (spin up / spin down) at -16.09 / -16.08 eV.

ORCA input file:
```
! wB97M-V def2-TZVPD RIJCOSX def2/J DEFGRID3
* xyz 2 8
O -2.516 0.446 0.077
C -1.355 0.839 -0.076
O -0.836 1.921 0.272
Tb 1.360 2.315 0.115
Li -2.401 -1.479 -0.260
C -0.331 -0.382 -0.443
C 0.740 -0.924 -0.123
O 1.836 -1.094 0.426
Li 3.503 -1.642 0.013
*
```